Density functional theory data (ωB97M-V/def2-TZVPD) for a structure of composition C16H11N3O4Tm at a distorted geometry.

Net charge = +3
Calculated total energy = -58926.15951 eV
<S²> = 2.20
Frontier orbital gap (spin up / spin down) = 6.5 / 2.5 eV
Relative energy (zero: lowest compared OMol25 entry of this formula, charge and spin) = 0.0195 eV
Highest occupied orbital energy (spin up / spin down) = -18.42 / -16.52 eV
F_max = 6.7 eV Å⁻¹
2S+1 = 3

Each line ends with the natural charge from an NBO analysis.
Geometry (Å):
Tm -1.08247 -2.94509 -0.56943  1.5411
C -0.14726 -1.04840 1.07395  0.4841
O 0.58371 -0.43449 1.74648  -0.4196
C -0.56239 -3.72750 1.63579  0.4370
O -0.44606 -3.89412 2.77364  -0.3102
C 1.29539 -3.10794 0.15186  0.4446
O 2.41415 -3.33635 0.33170  -0.2868
C -2.63096 -1.96913 0.96824  0.4573
O -3.07041 -1.30448 1.81127  -0.2908
C -2.15925 -5.23596 -1.13881  -0.6135
H -3.09628 -4.72503 -1.40391  0.2572
H -1.39638 -5.33363 -1.93028  0.2552
C -2.01986 -5.84765 0.07147  -0.2221
H -1.10993 -6.40178 0.34761  0.2492
H -2.80975 -5.79815 0.83362  0.2519
N 3.56849 6.68848 1.93418  -0.0697
C 2.98642 5.85492 1.35126  0.2139
C 2.25019 4.75583 0.71094  -0.0115
C 2.85128 3.49727 0.55528  -0.1091
C 2.13961 2.46987 -0.05441  -0.2251
C 0.80840 2.64140 -0.45254  0.2856
C 0.21080 3.91530 -0.29231  -0.2184
C 0.90567 4.95839 0.34448  -0.1154
N 0.11307 1.49396 -0.98545  -0.3152
C -1.08088 1.60403 -1.67083  -0.0035
C -1.61158 0.32412 -1.76622  -0.0506
N -0.69477 -0.56426 -1.24202  -0.5966
C 0.34345 0.14214 -0.79061  0.1480
H 3.85250 3.35295 0.92776  0.2744
H 2.61744 1.54648 -0.27191  0.2273
H -0.81051 4.11775 -0.68373  0.2573
H 0.42102 5.93493 0.56738  0.2901
H -1.51329 2.53788 -1.92553  0.2688
H -2.50235 -0.02674 -2.30347  0.2602
H 1.38281 -0.13502 -0.65544  0.2551